No. 1
{"formula": "C36H62N2O16", "method": "ωB97M-V with the def2-TZVPD basis set", "energy_ev": -74077.177, "charge": 0, "largest_force_ev_per_a": 2.124, "e_above_lowest_kcal_mol": 0.0, "smiles": "c1cc[nH]c1.c1cc[nH]c1.O=C1CCCO1.O=C1CCCO1.O=C1CCCO1.O=C1CCCO1.O=C1CCCO1.O=C1CCCO1.CO.CO.CO.CO", "symbols": ["C", "C", "C", "N", "C", "H", "H", "H", "H", "H", "C", "C", "C", "N", "C", "H", "H", "H", "H", "H", "O", "C", "C", "C", "C", "O", "H", "H", "H", "H", "H", "H", "O", "C", "C", "C", "C", "O", "H", "H", "H", "H", "H", "H", "O", "C", "C", "C", "C", "O", "H", "H", "H", "H", "H", "H", "O", "C", "C", "C", "C", "O", "H", "H", "H", "H", "H", "H", "O", "C", "C", "C", "C", "O", "H", "H", "H", "H", "H", "H", "O", "C", "C", "C", "C", "O", "H", "H", "H", "H", "H", "H", "C", "O", "H", "H", "H", "H", "C", "O", "H", "H", "H", "H", "C", "O", "H", "H", "H", "H", "C", "O", "H", "H", "H", "H"], "coordinates": [[-5.7262, -0.1185, -1.4711], [-4.3816, 0.3174, -1.5622], [-3.6787, -0.4505, -0.6287], [-4.5620, -1.3291, -0.0684], [-5.8325, -1.0896, -0.5025], [-6.5740, 0.2768, -2.0098], [-3.8895, 0.9950, -2.2380], [-2.6424, -0.4243, -0.3297], [-4.2893, -2.0104, 0.6178], [-6.6950, -1.5994, -0.1132], [4.0577, -5.2707, -2.7974], [3.7909, -4.0530, -2.1285], [2.4587, -3.7543, -2.3378], [1.9388, -4.7297, -3.1449], [2.8939, -5.6777, -3.3901], [5.0215, -5.7448, -2.8875], [4.4573, -3.4214, -1.5641], [1.8516, -2.9349, -1.9959], [0.9869, -4.8032, -3.4646], [2.6068, -6.5885, -3.8892], [-4.2244, 3.6974, -0.0641], [-4.0702, 2.9285, 0.8455], [-5.1422, 2.1292, 1.6036], [-4.3837, 1.4794, 2.7359], [-2.9102, 1.6575, 2.3698], [-2.8755, 2.7351, 1.4306], [-5.8716, 2.8737, 1.9176], [-5.5845, 1.4286, 0.8949], [-4.5895, 1.8951, 3.7215], [-4.5892, 0.4096, 2.8016], [-2.2417, 1.8302, 3.2124], [-2.4929, 0.7645, 1.8932], [6.5672, 0.8897, 1.9379], [5.5450, 1.1813, 2.4778], [5.3273, 2.3148, 3.4446], [3.8246, 2.4588, 3.4470], [3.2744, 1.1129, 2.9524], [4.3743, 0.5706, 2.1942], [5.6874, 1.9624, 4.4119], [5.8867, 3.1461, 3.0267], [3.3955, 2.7415, 4.4104], [3.4288, 3.2498, 2.8015], [3.0318, 0.5051, 3.8257], [2.4389, 1.1852, 2.2646], [-0.8350, -3.5425, -3.4631], [-0.5838, -2.4213, -3.8048], [-1.5037, -1.2333, -3.9485], [-0.5091, -0.0909, -4.1556], [0.7001, -0.7766, -4.7523], [0.6408, -2.1241, -4.2564], [-2.2114, -1.3659, -4.7652], [-2.0857, -1.1006, -3.0353], [-0.9268, 0.7039, -4.7715], [-0.2033, 0.3273, -3.1925], [0.6536, -0.7629, -5.8432], [1.6404, -0.3286, -4.4452], [2.1977, -0.4018, -1.6586], [2.5109, 0.7506, -1.5762], [2.7343, 1.7258, -2.7194], [2.9785, 3.0681, -2.0294], [3.2962, 2.6977, -0.5879], [2.8378, 1.3610, -0.4197], [3.6628, 1.3614, -3.1786], [2.0058, 1.6621, -3.5219], [3.7671, 3.6590, -2.4890], [2.0527, 3.6351, -2.1354], [4.3867, 2.7072, -0.5095], [2.8396, 3.3609, 0.1423], [-2.0436, -3.1786, 3.0381], [-1.5407, -3.6183, 2.0501], [-2.0651, -3.4578, 0.6245], [-1.1115, -4.2575, -0.2318], [-0.1861, -4.9816, 0.7604], [-0.4390, -4.3867, 2.0253], [-3.0613, -3.8881, 0.5153], [-2.0186, -2.3880, 0.4296], [-1.5501, -4.8439, -1.0339], [-0.4943, -3.5242, -0.7580], [-0.4860, -6.0297, 0.8453], [0.8570, -4.9269, 0.4610], [0.6155, 5.3345, -0.3695], [-0.3019, 4.7136, -0.8289], [-1.6823, 5.2283, -1.0816], [-2.3455, 4.1332, -1.8931], [-1.5869, 2.8892, -1.4206], [-0.2823, 3.3640, -0.9401], [-2.1967, 5.4508, -0.1454], [-1.6801, 6.1888, -1.5988], [-3.4051, 4.0486, -1.6508], [-2.2595, 4.2410, -2.9735], [-2.0862, 2.3938, -0.5898], [-1.3141, 2.2498, -2.2586], [-0.3802, -0.7994, 4.5214], [-0.7241, -2.0150, 5.1493], [-1.2943, -0.3594, 4.0792], [-0.0761, -0.0329, 5.2298], [0.2781, -0.9295, 3.6577], [-1.0770, -2.5314, 4.3977], [0.2748, 3.2085, 2.5068], [0.1786, 2.3140, 3.6169], [0.9509, 4.0098, 2.8229], [0.7435, 2.7505, 1.6402], [-0.7118, 3.6235, 2.2958], [-0.1126, 2.7920, 4.3960], [0.1335, -0.0269, 0.6925], [-0.2777, -0.9405, -0.3021], [1.1987, -0.0885, 0.9151], [-0.1279, 0.9959, 0.3934], [-0.4031, -0.2037, 1.6269], [0.3735, -0.9862, -1.0098], [2.9421, -2.4961, 1.1405], [3.3832, -3.6833, 1.7584], [3.3236, -2.4841, 0.1151], [1.8506, -2.4463, 1.0572], [3.3185, -1.5815, 1.5891], [3.2544, -4.4516, 1.2010]], "mulliken_charge": [-0.933, -0.363, -0.130, 0.265, -0.841, 0.433, 0.525, 0.222, 0.164, 0.438, -0.762, -0.643, -0.201, 0.292, -0.747, 0.425, 0.498, 0.530, 0.223, 0.436, -0.644, 0.519, -0.317, -0.717, 0.638, -0.192, 0.405, -0.031, 0.334, 0.342, 0.343, -0.666, -0.619, 0.340, -0.367, -0.691, 0.885, -0.390, 0.273, 0.281, 0.472, 0.171, 0.325, -0.751, -0.641, 0.678, -0.012, 0.630, -0.720, -0.326, 0.405, -0.376, 0.683, -0.811, 0.302, 0.298, -0.733, -0.154, -0.348, -0.501, -0.306, 0.339, 0.341, 0.253, 0.521, -0.218, 0.334, 0.251, -0.777, 0.530, 1.452, 0.019, -0.505, -0.393, 0.633, -1.531, 0.542, -0.502, 0.288, 0.199, -0.603, 0.413, -0.664, -0.662, 1.849, -0.241, 0.145, 0.424, 0.475, 0.431, -1.218, -0.501, 0.070, -0.625, -0.030, 0.307, -0.058, 0.391, -0.467, -0.413, 0.501, -0.345, 0.492, 0.236, 0.736, 2.117, 0.125, -0.901, -0.446, -1.059, 0.689, -0.636, -0.271, -0.211, -0.032, 0.363]}

---

No. 2
{"formula": "C36H62O15S6", "method": "ωB97M-V with the def2-TZVPD basis set", "energy_ev": -134047.120, "charge": 0, "largest_force_ev_per_a": 8.709, "smiles": "C=CC1=CC(=O)C(CCCC)=C(O)C1=O.O=S1(=O)CCCC1.O=S1(=O)CCCC1.O=S1(=O)CCCC1.O=S1(=O)CCCC1.O=S1(=O)CCCC1.O=S1(=O)CCCC1", "symbols": ["C", "C", "C", "C", "C", "O", "C", "C", "C", "C", "C", "C", "O", "C", "O", "H", "H", "H", "H", "H", "H", "H", "H", "H", "H", "H", "H", "H", "H", "O", "S", "O", "C", "C", "C", "C", "H", "H", "H", "H", "H", "H", "H", "H", "O", "S", "O", "C", "C", "C", "C", "H", "H", "H", "H", "H", "H", "H", "H", "O", "S", "O", "C", "C", "C", "C", "H", "H", "H", "H", "H", "H", "H", "H", "O", "S", "O", "C", "C", "C", "C", "H", "H", "H", "H", "H", "H", "H", "H", "O", "S", "O", "C", "C", "C", "C", "H", "H", "H", "H", "H", "H", "H", "H", "O", "S", "O", "C", "C", "C", "C", "H", "H", "H", "H", "H", "H", "H", "H"], "coordinates": [[0.4607, 2.5436, 1.7848], [0.3407, 2.8712, 0.3079], [-0.2330, 1.7827, -0.7865], [-0.0710, 2.1059, -2.2607], [-0.6348, 0.9278, -3.3055], [-1.3271, 1.2034, -4.4273], [-0.3061, -0.6347, -2.8079], [0.1788, -1.6934, -3.9626], [1.7350, -1.2896, -4.4230], [2.7678, -1.1408, -3.1574], [3.0232, -2.5233, -2.3068], [-0.4810, -0.9551, -1.3467], [-0.2517, -2.3207, -0.8479], [-0.9417, 0.3253, -0.3746], [-1.8352, 0.2007, 0.6346], [-0.3188, 3.0810, 2.5043], [1.2529, 1.7446, 2.1720], [0.7123, 3.9317, -0.0942], [0.4396, 3.0772, -2.6685], [-0.5117, -1.5848, -4.9304], [0.2420, -2.8119, -3.6142], [1.6964, -0.2186, -4.9471], [2.1339, -2.0224, -5.2747], [2.4399, -0.2904, -2.4062], [3.8213, -0.8205, -3.6182], [2.1009, -3.2569, -2.2834], [4.0094, -3.0291, -2.7255], [3.1904, -2.1892, -1.1762], [-0.6686, -2.9530, -1.5326], [6.0018, -2.7634, -2.9147], [6.7764, -1.6866, -2.3345], [6.4297, -0.2923, -2.5240], [6.9606, -2.0000, -0.5899], [8.2206, -2.8471, -0.4915], [9.2252, -2.2079, -1.4489], [8.4944, -1.9283, -2.7611], [6.0726, -2.5044, -0.2050], [7.0937, -1.0364, -0.0891], [8.6020, -2.8825, 0.5332], [8.0083, -3.8746, -0.8101], [9.5883, -1.2657, -1.0209], [10.0955, -2.8515, -1.6111], [8.8769, -1.0294, -3.2510], [8.5574, -2.7802, -3.4437], [-0.7755, -4.5686, -2.8055], [-0.7154, -6.0089, -2.9402], [0.1502, -6.8294, -2.1169], [-2.3741, -6.6540, -2.8493], [-2.8681, -6.6240, -4.2879], [-1.7022, -7.1285, -5.1369], [-0.4422, -6.4079, -4.6600], [-2.9765, -6.0426, -2.1753], [-2.3139, -7.6803, -2.4749], [-3.7623, -7.2404, -4.4187], [-3.1190, -5.5966, -4.5776], [-1.5863, -8.2094, -4.9917], [-1.8749, -6.9574, -6.2040], [0.4426, -7.0432, -4.7494], [-0.2859, -5.4725, -5.2043], [5.8011, 2.4983, 3.5181], [4.9964, 2.5623, 4.7200], [5.0151, 1.5159, 5.7225], [5.2972, 4.1270, 5.5181], [4.2828, 5.0705, 4.8893], [2.9757, 4.2829, 4.8140], [3.3051, 2.9001, 4.2542], [6.3309, 4.4370, 5.3553], [5.1060, 3.9992, 6.5878], [4.1710, 5.9881, 5.4742], [4.6051, 5.3494, 3.8790], [2.5522, 4.1821, 5.8206], [2.2312, 4.7926, 4.1944], [2.6522, 2.1304, 4.6736], [3.2448, 2.8855, 3.1625], [-3.3733, 7.1793, 3.6243], [-2.8265, 5.8388, 3.6132], [-1.4579, 5.5627, 3.2241], [-3.1336, 5.0905, 5.2011], [-4.5024, 4.4431, 5.0527], [-4.4985, 3.7766, 3.6778], [-3.9267, 4.7837, 2.6814], [-3.1000, 5.8494, 5.9846], [-2.3583, 4.3377, 5.3718], [-4.6950, 3.7225, 5.8528], [-5.2863, 5.2090, 5.0900], [-3.8615, 2.8842, 3.7069], [-5.5015, 3.4541, 3.3816], [-3.3663, 4.2878, 1.8849], [-4.7123, 5.4101, 2.2501], [-2.4070, 2.3190, 5.4045], [-1.8601, 0.9785, 5.3933], [-0.4916, 0.7024, 5.0043], [-2.1673, 0.2303, 6.9812], [-3.5361, -0.4171, 6.8329], [-3.5321, -1.0837, 5.4580], [-2.9604, -0.0765, 4.4616], [-2.1336, 0.9892, 7.7648], [-1.3920, -0.5226, 7.1520], [-3.7286, -1.1377, 7.6330], [-4.3199, 0.3488, 6.8702], [-2.8951, -1.9760, 5.4871], [-4.5352, -1.4062, 5.1617], [-2.4000, -0.5725, 3.6650], [-3.7460, 0.5499, 4.0303], [-7.2986, -0.8557, -4.6265], [-6.0123, -0.7695, -5.2853], [-5.3529, -1.9282, -5.8537], [-6.0974, 0.5078, -6.5250], [-5.7084, 1.7778, -5.7830], [-4.5221, 1.3945, -4.8996], [-4.8748, 0.0818, -4.2022], [-7.1015, 0.5493, -6.9506], [-5.3674, 0.2674, -7.3037], [-5.4549, 2.5860, -6.4752], [-6.5418, 2.1169, -5.1562], [-3.6325, 1.2525, -5.5252], [-4.2897, 2.1782, -4.1718], [-3.9900, -0.5399, -4.0436], [-5.3818, 0.2583, -3.2496]], "mulliken_charge": [-0.411, -0.631, 0.927, -0.726, -0.107, -0.595, 0.619, 0.185, -0.846, -0.104, -0.493, 0.559, -0.522, 0.174, -0.592, 0.166, 0.355, 0.216, 0.259, 0.301, -0.364, 0.281, 0.351, 0.136, 0.253, 0.084, 0.322, 0.085, 0.387, -0.706, 1.272, -0.718, -0.680, -0.627, -0.581, -0.729, 0.355, 0.392, 0.357, 0.304, 0.293, 0.310, 0.331, 0.357, -0.675, 1.095, -0.744, -0.782, -0.510, -0.644, -0.636, 0.392, 0.356, 0.358, 0.268, 0.287, 0.335, 0.392, 0.304, -0.659, 1.160, -0.684, -0.729, -0.595, -0.584, -0.341, 0.400, 0.348, 0.339, 0.312, 0.275, 0.264, 0.283, 0.210, -0.691, 1.068, -0.581, -0.484, -0.762, 0.084, -0.852, 0.477, 0.207, 0.309, 0.400, -0.374, 0.465, 0.412, 0.359, -0.498, 1.027, -0.701, -0.809, -0.530, -0.757, -0.408, 0.394, 0.355, 0.380, 0.260, 0.304, 0.347, 0.357, 0.251, -0.665, 1.152, -0.665, -0.729, -0.685, -0.501, -0.401, 0.419, 0.351, 0.341, 0.326, 0.186, 0.367, 0.150, 0.351]}

---

Number 1: HOMO energy -7.87 eV. Number 2: HOMO energy -7.65 eV.